DFT (ωB97M-V with the def2-TZVPD basis set) results for one molecule with the formula C24H31N3O4S.

Values from the calculation:
- ΔE to the lowest compared entry with this formula, charge and spin: 17.7 kcal per mole
- HOMO level: -7.0 eV
- Lowest unoccupied orbital energy: 0.33 eV
- SMILES string: CCN(CC)c1ccc(NC(=O)CN2C(=O)CC(C)(C)S(=O)(=O)c3ccccc32)c(C)c1
- Total charge: 0
- Kohn-Sham gap: 0.269 Ha

Last column: Mulliken charge in e.
CARTESIAN COORDINATES (ANGSTROEM)
1 C -6.266 -0.162 -1.012  -1.108
2 H -6.954 -0.973 -0.788  0.376
3 H -5.953 0.303 -0.081  0.276
4 H -6.790 0.585 -1.604  0.335
5 C -5.053 -0.695 -1.780  -0.931
6 N -4.099 0.338 -2.105  0.343
7 C -3.059 0.661 -1.265  1.985
8 C -2.011 1.494 -1.677  -1.035
9 C -0.970 1.804 -0.827  -1.333
10 C -0.925 1.299 0.464  0.045
11 C -1.962 0.473 0.910  -0.035
12 C -3.000 0.174 0.048  -0.009
13 H -3.791 -0.452 0.429  0.268
14 C -1.956 -0.069 2.307  -1.716
15 H -1.892 0.744 3.030  0.370
16 H -1.100 -0.725 2.461  0.223
17 H -2.863 -0.636 2.502  0.427
18 N 0.170 1.547 1.316  0.318
19 C 1.027 2.582 1.246  0.440
20 O 0.878 3.595 0.592  -0.661
21 C 2.294 2.353 2.081  -1.095
22 N 2.975 1.141 1.634  0.402
23 C 3.594 0.360 2.567  0.649
24 O 3.574 0.632 3.746  -0.671
25 C 4.403 -0.806 2.014  -1.154
26 C 3.603 -2.107 1.998  1.333
27 C 4.209 -3.138 1.066  -1.742
28 H 4.323 -2.727 0.064  0.410
29 H 3.551 -4.001 1.005  0.397
30 H 5.184 -3.458 1.428  0.445
31 C 3.338 -2.650 3.388  -1.734
32 H 4.252 -3.040 3.832  0.453
33 H 2.945 -1.862 4.027  0.376
34 H 2.601 -3.449 3.333  0.410
35 S 1.956 -1.669 1.294  1.875
36 O 1.339 -2.835 0.726  -0.830
37 O 1.189 -0.961 2.293  -0.853
38 C 2.321 -0.506 -0.030  0.658
39 C 2.073 -0.868 -1.339  -0.573
40 C 2.280 0.049 -2.356  -0.860
41 C 2.736 1.321 -2.046  -0.649
42 C 2.990 1.684 -0.735  -0.775
43 C 2.786 0.766 0.294  -0.396
44 H 3.329 2.680 -0.503  0.452
45 H 2.891 2.044 -2.832  0.438
46 H 2.076 -0.223 -3.379  0.479
47 H 1.694 -1.860 -1.529  0.589
48 H 4.758 -0.569 1.009  0.320
49 H 5.267 -0.930 2.672  0.558
50 H 2.055 2.218 3.140  0.503
51 H 2.949 3.225 1.977  0.321
52 H 0.400 0.777 1.939  0.203
53 H -0.177 2.447 -1.172  0.516
54 H -1.986 1.903 -2.673  0.271
55 C -4.290 1.003 -3.372  -0.949
56 C -3.545 0.315 -4.520  -1.085
57 H -3.720 0.847 -5.452  0.385
58 H -2.477 0.293 -4.321  0.270
59 H -3.890 -0.710 -4.636  0.321
60 H -5.361 1.009 -3.593  0.380
61 H -3.970 2.044 -3.288  0.490
62 H -5.394 -1.149 -2.715  0.389
63 H -4.558 -1.480 -1.202  0.495